Formula: C16H33As2O8PPdS3Si2
Source: the OMol25 dataset
Level of theory: ωB97M-V/def2-TZVPD

Geometry as XYZ:
```
66
C16H33As2O8PPdS3Si2 (ωB97M-V/def2-TZVPD)
H 3.62837 -2.29564 -2.24594
C 3.54881 3.19225 3.72100
H 1.35806 3.27916 -0.81244
H 4.36785 1.28312 -5.58952
H 2.05274 5.61892 -1.24936
P 2.14060 0.99456 -2.09472
S 1.03439 -2.25742 -1.31072
H 1.53900 -1.41431 4.27213
C 5.05984 -2.15065 0.82572
C 1.54906 5.44795 2.69605
C 2.39259 3.51040 -1.13765
Pd 1.07051 0.05508 -0.14388
H -1.24083 0.81473 0.17754
O 1.21110 -1.26324 -2.36921
C 2.59474 -2.15968 -0.40776
H -1.96649 4.92256 1.05322
H 3.95999 -2.00269 2.66617
C 4.83493 1.34962 -4.61088
H 3.02292 3.59071 -0.23922
O 0.95141 -3.60635 -1.79556
H 4.66000 0.46775 -2.66239
H 1.67808 6.09418 3.55674
As 1.04402 -1.80843 2.05773
H 0.98581 3.53049 5.64653
H 3.91493 3.78067 4.55479
H 0.56946 5.64068 2.27356
C -2.88296 1.54557 3.09532
H 0.45899 2.10014 4.75224
C 4.17691 0.37915 -3.64118
C 0.57031 3.18294 4.70691
H 4.21977 3.33070 2.87911
H -2.82533 1.84437 4.13645
H 5.88219 -2.24433 -1.16296
O 1.93407 -1.03781 3.48313
O -0.02915 -1.88265 -0.37746
S 0.23459 1.50179 -2.42243
C 2.38682 4.82118 -1.90668
C -1.77482 1.78526 0.19541
O 0.46940 -3.16208 2.70298
H -1.31886 2.44411 -0.54697
H 6.02329 -2.13260 1.31596
C 2.65962 -2.04973 0.96963
H 1.71120 4.74379 -2.75316
Si 1.73078 3.57526 3.20136
H 3.38472 5.04088 -2.27706
O 2.79079 0.64543 -3.53387
H -2.78958 1.56543 -0.13275
H -2.63253 0.49180 3.03294
H 4.29321 -0.65070 -4.00003
H 5.89312 1.11277 -4.70777
S 3.18934 0.99641 0.98122
H -3.91347 1.66814 2.76989
H 4.72683 2.36680 -4.24441
H -2.24366 4.90423 2.78935
Si -1.70246 2.54195 1.94810
O 2.89781 2.48454 -1.94963
H -0.41792 3.61450 4.58709
C -2.41394 4.36064 1.86586
As 1.23547 1.62123 1.59405
C 3.74711 -2.23277 -1.17298
O -0.03459 -0.57574 1.84016
H 2.29366 5.72064 1.95626
C 3.90533 -2.08117 1.58849
H -3.48651 4.33744 1.69673
C 4.98705 -2.20921 -0.55826
H 3.58312 2.13897 3.98956
```

expectation value of S²	8.78
highest occupied orbital energy (alpha / beta)	-4.45 / -5.95	eV
total charge	-1
strongest force on any atom	0.0646	Eh/bohr
E	-7945.70377	hartree
Kohn-Sham gap (alpha / beta)	6.88 / 6.34	eV
multiplicity	6

Here are the Löwdin charges for atoms 1 to 5, given in e: atom 1 (H): 0.11, atom 2 (C): -0.24, atom 3 (H): 0.03, atom 4 (H): 0.07, atom 5 (H): 0.07

=====

Formula: C18H31NO9
Source: the OMol25 dataset
Level of theory: ωB97M-V/def2-TZVPD

Geometry as XYZ:
```
59
C18H31NO9 (ωB97M-V/def2-TZVPD)
C 0.92588 -4.67528 -0.12449
N -3.08335 2.95321 2.36901
C -0.34482 0.66205 2.72922
H 2.01909 0.16699 3.53795
C 1.08325 1.06613 -3.35727
C 0.03501 0.08268 -2.85247
H -0.27606 -0.42138 2.87699
H -0.12605 2.71434 -4.07254
C 2.19888 0.76334 2.64050
O 3.11054 0.07327 1.76949
C -1.25181 3.34113 -1.79697
H 0.88121 0.58569 0.96106
O -2.12549 2.50272 0.26497
H -0.48920 -5.69928 2.47070
H 3.08122 -2.41116 -0.25325
C 0.88115 1.10089 1.92694
H 1.67783 -4.59137 2.56527
H -1.85975 2.54178 -2.22057
C -1.91115 2.41848 1.68130
C 2.58440 -1.47747 0.00295
C -2.33585 -0.26548 -3.10012
H -3.47346 3.70612 1.81397
H -2.15944 -1.64603 -1.46019
H 1.52106 3.11356 -3.66891
H 0.60988 2.41865 -1.14551
C 0.65696 2.53279 -3.33278
C 1.60856 -5.44182 1.88558
H 2.72282 1.66939 2.94339
O 2.53035 -2.02924 2.33406
H -3.52446 -0.51426 -1.37597
C -1.56654 3.57225 -0.34863
C -2.47489 -0.61714 -1.64232
H 1.98807 0.94028 -2.75497
H -2.80300 3.37530 3.24654
C 2.73603 -1.20491 1.47412
C 0.25524 3.07155 -1.95015
O 0.94495 -4.10655 -1.16869
C 0.17709 -5.87918 1.63184
H -0.05108 0.15684 -1.76640
H 2.25336 -6.24291 2.23589
H 1.51420 -1.56408 -0.19140
O -1.20342 0.36900 -3.50667
O -0.19899 -5.05295 0.52311
H 0.75371 4.03157 -1.79983
O -3.20861 -0.46734 -3.90357
H 3.01422 -0.66575 -0.58216
O 2.02312 -5.01430 0.58322
H 0.35282 -0.92941 -3.11783
H -1.50527 4.26808 -2.31453
H 0.84288 2.17104 1.71442
H -2.50023 0.62764 2.65945
H 0.10577 -6.92481 1.32804
O -1.28596 4.59416 0.23923
H -1.89687 0.05653 -1.01230
H -0.34121 1.10548 3.73009
C -1.67137 0.94164 2.02379
H -1.73003 0.35546 1.10585
H -1.02536 3.00347 1.93548
H 1.33414 0.78860 -4.38393
```

SMILES	CC(=O)OCCCCCC(=O)O[C@@H](N)CCCCOC(C)=O.O=C1OCCO1
highest occupied orbital energy	-9.76	eV
total charge	0
strongest force on any atom	0.0158	Eh/bohr
E	-1436.42374	hartree
Kohn-Sham gap	10.30	eV
multiplicity	1

Here are the Löwdin charges for atoms 1 to 5, given in e: atom 1 (C): -0.58, atom 2 (N): 0.08, atom 3 (C): -0.19, atom 4 (H): 0.12, atom 5 (C): -0.17

=====

Formula: C36H46N4O2P
Source: the OMol25 dataset
Level of theory: ωB97M-V/def2-TZVPD

Geometry as XYZ:
```
89
C36H46N4O2P (ωB97M-V/def2-TZVPD)
C 3.97641 -0.60621 -5.18955
C 4.49204 -1.34094 -4.12797
H 0.65407 -4.18114 -0.21773
H 4.71096 -4.64043 6.40026
C 3.06408 -3.36695 5.87547
H -1.46642 1.82362 -0.45258
H 1.36634 -2.07196 5.65243
C 2.35272 -0.46429 -8.91314
H 1.61846 -5.32900 3.79588
C 3.57213 0.25780 -2.57961
C -0.88640 -3.33805 2.68135
H 4.13681 -0.94010 -6.20886
C -3.77204 1.29173 6.16969
H 2.07760 2.91205 -8.86920
C 1.25722 -4.83299 1.73745
H 0.35605 4.88649 -1.05517
H 1.18130 0.90268 -7.74247
C -0.69603 1.22587 -2.86146
C 3.25413 0.55614 -4.94496
H -2.51786 0.06597 -2.60595
N -1.94213 1.82333 2.51178
H 5.05262 -2.24922 -4.31799
C 3.87245 -4.06095 6.76763
H 0.89540 -1.97951 8.07829
H -0.80309 5.35787 -4.29130
H 2.49152 1.89990 -3.45332
H 4.53798 0.42786 -11.34489
H -3.42162 0.79223 8.22936
N -0.25048 4.06420 -1.11658
O -0.25693 5.38562 -3.49738
H -2.20671 -0.72524 -0.55887
H 4.23399 -4.55670 8.82557
H 0.00186 0.93922 -2.03895
C -2.94234 1.32273 1.89090
C -2.40442 1.41873 -0.87228
H 3.26825 -3.40967 4.81258
H -0.90532 2.58456 -4.51779
C -5.66995 2.70552 5.73847
H 3.76647 2.67588 -10.66091
C 3.29288 -0.59840 -9.92783
H -2.66357 5.17868 -2.60815
H -6.29952 3.24306 5.03963
H 3.41659 0.59708 -1.56249
C 1.99361 -2.61671 6.34745
C 3.05398 0.99075 -3.64080
C 3.36741 1.79467 -10.17293
H -6.79650 3.31662 7.46241
H -4.70241 1.55004 1.06834
H 1.95984 -1.34445 -8.41850
H 3.62984 -1.58339 -10.22787
H -1.72039 -2.75156 3.04972
H -3.99124 2.94237 1.51421
O -2.52195 4.22570 -2.57399
H -0.56569 0.42402 -3.63119
C 3.80211 0.53173 -10.55639
N -4.19760 1.99524 1.83227
C -0.30224 2.56365 -3.56882
C 2.42082 1.92817 -9.16423
H 2.32206 -3.23122 9.66414
C -5.94936 2.74592 7.09977
C 3.60548 -4.01292 8.13059
H 4.68674 -1.48367 -1.99348
H -2.83673 1.75906 -3.06289
H -5.36410 2.08148 9.05646
C 0.98996 -4.78517 3.10070
H -4.36737 1.94149 4.21097
P -0.80412 4.03323 -2.61076
C -4.05287 1.32870 7.53061
C 0.44934 -4.13889 0.84492
H -0.29330 -4.00394 4.63484
C -0.08355 -4.03943 3.57259
C -2.89382 0.08418 -0.22006
C 2.53197 -3.26701 8.60204
N -2.88473 0.03606 1.26486
C -2.20649 1.12735 -2.41368
H -3.90458 -0.13604 -0.63724
H -3.23375 2.15298 -0.77020
H 2.84637 1.12506 -5.77129
C 4.28766 -0.90991 -2.82211
H -2.92054 0.72908 5.80675
H 2.09587 -5.41232 1.37021
C -4.58271 1.97590 5.27211
C 1.72887 -2.56578 7.71059
C 1.91537 0.79847 -8.53235
H -2.11709 -0.52342 1.60400
C -5.14345 2.05425 7.99586
H -1.17676 1.15523 2.43486
C -0.62101 -3.38888 1.31683
H -1.24844 -2.84375 0.62130
```

highest occupied orbital energy	-3.18	eV
total charge	-1
strongest force on any atom	0.0478	Eh/bohr
E	-2110.25194	hartree
Kohn-Sham gap	5.33	eV
multiplicity	1

Here are the Löwdin charges for atoms 1 to 5, given in e: atom 1 (C): -0.11, atom 2 (C): -0.12, atom 3 (H): 0.10, atom 4 (H): 0.10, atom 5 (C): -0.10

=====

Formula: C6H10OS
Source: the OMol25 dataset
Level of theory: ωB97M-V/def2-TZVPD

Geometry as XYZ:
```
18
C6H10OS (ωB97M-V/def2-TZVPD)
H -0.12355 0.49539 1.84984
H -2.53488 0.36308 0.74074
C 0.18383 -0.40106 -1.23922
H -1.25185 -1.44969 0.02804
C 1.60874 -0.35379 -0.70292
C -0.70836 -0.51476 -0.01278
C 1.54450 -0.18934 0.75478
H 2.40516 -0.96333 -1.16052
O -1.37014 1.85873 0.02647
H 0.08416 -1.23618 1.93492
H -2.35814 0.42486 -1.04300
H 2.44514 -0.60011 1.30621
S 2.02352 1.38327 -0.05517
C -1.81921 0.53320 -0.08131
C 0.17360 -0.37972 1.30329
H 0.04378 0.47843 -1.84549
H -0.37774 1.86651 0.01871
H 0.03144 -1.31546 -1.82259
```

SMILES	OC[C@@H]1C[C@@H]2S[C@@H]2C1
highest occupied orbital energy	-9.13	eV
total charge	0
strongest force on any atom	0.0591	Eh/bohr
E	-708.01434	hartree
ΔE to the lowest compared entry with this formula, charge and spin	0.978	eV
Kohn-Sham gap	9.92	eV
multiplicity	1

Here are the Löwdin charges for atoms 1 to 5, given in e: atom 1 (H): 0.11, atom 2 (H): 0.12, atom 3 (C): -0.17, atom 4 (H): 0.13, atom 5 (C): -0.44

=====

Formula: C5H14N2
Source: the OMol25 dataset
Level of theory: ωB97M-V/def2-TZVPD

Geometry as XYZ:
```
21
C5H14N2 (ωB97M-V/def2-TZVPD)
H -0.19919 -3.41234 1.88681
H 1.45429 -0.48840 0.52495
H -1.51871 1.76214 -3.09606
H 0.69294 -1.24946 -0.68669
H -0.10367 2.64428 0.61006
H 1.38566 -2.75268 1.44050
C -0.08835 1.07422 -1.74483
H 1.41687 1.97148 0.35842
H -0.09910 0.16484 -2.31392
N -1.15666 1.94131 -2.17171
H -1.18211 0.61292 0.03414
C -0.34314 -1.37981 1.18725
H 0.93507 1.38392 -2.01487
C -0.13965 0.78952 -0.25349
H -0.66154 -0.70386 1.97827
C 0.41867 -0.58600 0.15107
H -0.99501 2.93246 -2.07913
H 0.64349 -2.31858 2.91095
N 0.45272 1.79890 0.60806
C 0.41887 -2.51200 1.85652
H -1.33144 -1.67288 0.81369
```

SMILES	CCC[C@@H](N)CN
highest occupied orbital energy	-8.90	eV
total charge	0
strongest force on any atom	0.0506	Eh/bohr
E	-308.38850	hartree
ΔE to the lowest compared entry with this formula, charge and spin	0.941	eV
Kohn-Sham gap	10.00	eV
multiplicity	1

Here are the Löwdin charges for atoms 1 to 5, given in e: atom 1 (H): 0.07, atom 2 (H): 0.11, atom 3 (H): 0.06, atom 4 (H): 0.11, atom 5 (H): 0.07

=====

Formula: C3O6S
Source: the OMol25 dataset
Level of theory: ωB97M-V/def2-TZVPD

Geometry as XYZ:
```
10
C3O6S (ωB97M-V/def2-TZVPD)
O 2.54431 0.87657 -0.67498
O -1.98683 -0.44396 -0.65383
C -0.19344 0.43825 0.10694
O -2.21781 1.77863 -0.02916
O 1.68744 -1.07042 -0.06076
S -0.33900 -1.25546 -0.27985
C -1.51324 0.75924 -0.12735
O -0.65813 -2.14971 0.85093
C 1.75254 0.20783 -0.01070
O 0.92417 0.85904 0.87876
```

highest occupied orbital energy	0.75	eV
total charge	-2
strongest force on any atom	0.0626	Eh/bohr
E	-963.88928	hartree
ΔE to the lowest compared entry with this formula, charge and spin	0.000	eV
Kohn-Sham gap	5.69	eV
multiplicity	1

Here are the Löwdin charges for atoms 1 to 5, given in e: atom 1 (O): -0.01, atom 2 (O): -0.29, atom 3 (C): -0.40, atom 4 (O): -0.08, atom 5 (O): -0.18

=====

Formula: C16H15N5OS
Source: the OMol25 dataset
Level of theory: ωB97M-V/def2-TZVPD

Geometry as XYZ:
```
38
C16H15N5OS (ωB97M-V/def2-TZVPD)
H -8.13099 -1.41090 -0.03488
C 2.93872 -0.27871 0.01477
C 5.12390 1.39321 -0.02470
H 5.50040 -2.55759 0.11800
C 2.88492 1.13193 0.02627
H -5.07959 2.38282 0.03260
C -7.85058 0.71908 -0.00359
C 6.29395 2.32154 -0.05294
N 1.34640 -2.18375 0.09264
N -2.94805 1.00531 0.03305
C -6.05828 -0.84538 -0.01748
H -8.90461 0.96427 -0.00513
H -1.16398 1.81357 0.06881
C -3.74004 0.00577 0.00690
C -5.72789 1.51824 0.01692
H 3.90961 -2.79452 0.84982
N -7.02340 1.75328 0.01436
H 4.09282 -2.78777 -0.91505
N -1.60950 0.90358 0.04498
C -0.79003 -0.19890 0.04820
C 5.30147 0.00464 -0.02288
H 6.92943 2.15306 0.81492
H 5.94183 3.34838 -0.04738
C -5.17201 0.23307 0.00196
H -3.41466 -1.03173 -0.01076
C -7.41934 -0.59951 -0.02030
H -5.67792 -1.85768 -0.02955
C 4.44019 -2.33803 0.01578
H 6.89076 2.14887 -0.94710
N 3.92357 1.94315 0.00528
C 1.62348 -0.85976 0.03967
C 0.62561 0.10291 0.07601
H 6.30507 -0.39362 -0.03422
H 0.35612 -2.39725 0.01385
O -1.21372 -1.35310 0.01381
H 2.01019 -2.84358 -0.26852
S 1.26576 1.74268 0.08656
C 4.22040 -0.85758 -0.00068
```

SMILES	Cc1cc(C)c2c(N)c(C(=O)N/N=C/c3cccnc3)sc2n1
highest occupied orbital energy	-7.88	eV
total charge	0
strongest force on any atom	0.0170	Eh/bohr
E	-1365.93360	hartree
ΔE to the lowest compared entry with this formula, charge and spin	0.435	eV
Kohn-Sham gap	7.85	eV
multiplicity	1

Here are the Löwdin charges for atoms 1 to 5, given in e: atom 1 (H): 0.10, atom 2 (C): -0.12, atom 3 (C): -0.32, atom 4 (H): 0.08, atom 5 (C): -0.53

=====

Formula: C2H3N3O2
Source: the OMol25 dataset
Level of theory: ωB97M-V/def2-TZVPD

Geometry as XYZ:
```
10
C2H3N3O2 (ωB97M-V/def2-TZVPD)
C -1.00652 -0.07921 0.01601
O -2.33571 -0.28953 0.02954
C 1.09446 -0.15455 -0.01590
H 3.09161 -0.09007 0.23051
N 0.79016 1.01193 0.10494
H -2.52807 -1.18433 0.45648
H 1.17318 1.91724 -0.15108
N -0.54944 1.26906 -0.08502
O -0.11024 -0.97203 -0.13345
N 2.23118 -0.73067 0.02218
```

SMILES	[H]/N=c1\[nH]nc(O)o1
highest occupied orbital energy	-8.09	eV
total charge	0
strongest force on any atom	0.2078	Eh/bohr
E	-392.65309	hartree
ΔE to the lowest compared entry with this formula, charge and spin	3.822	eV
Kohn-Sham gap	8.44	eV
multiplicity	1

Here are the Löwdin charges for atoms 1 to 5, given in e: atom 1 (C): -0.45, atom 2 (O): 0.11, atom 3 (C): -0.54, atom 4 (H): 0.09, atom 5 (N): 0.02